Entry 1:
Formula: C44H35F3N5P2RuS3
Source: OMol25
Level of theory: ωB97M-V/def2-TZVPD

Output
F_max ... 0.39 eV/A
HOMO energy (spin up / spin down) ... -0.252 / -0.267 Ha
Multiplicity ... 2
Total energy ... -115468.565 eV

The geometry in XYZ format:
```
93
C44H35F3N5P2RuS3 ωB97M-V/def2-TZVPD
Ru -0.353 0.153 -0.193
N -3.168 -0.143 3.173
C -2.458 -0.031 2.025
S -0.738 -0.012 2.157
N -3.189 0.068 0.926
N -2.441 0.088 -0.198
C -3.038 0.146 -1.347
C -4.509 0.222 -1.511
C -5.338 -0.781 -1.016
C -6.711 -0.698 -1.188
C -7.271 0.389 -1.845
C -6.451 1.395 -2.336
C -5.076 1.309 -2.172
C -2.148 0.118 -2.509
C -2.620 -0.001 -3.814
C -1.725 -0.059 -4.865
C -0.367 0.004 -4.597
C 0.037 0.108 -3.280
N -0.817 0.156 -2.257
H -2.697 -0.049 4.053
H -4.163 -0.006 3.123
H -4.902 -1.618 -0.490
H -7.347 -1.485 -0.802
H -8.343 0.452 -1.973
H -6.880 2.249 -2.843
H -4.437 2.097 -2.551
H -3.685 -0.058 -3.988
H -2.085 -0.156 -5.881
H 0.378 -0.038 -5.380
H 1.084 0.143 -3.013
S 2.160 1.961 2.280
P 2.779 1.186 0.589
C 1.683 0.067 -0.195
P 1.808 -1.635 -0.451
S -0.086 -2.274 -0.211
C 2.373 -2.049 -2.139
C 1.612 -2.876 -2.958
C 2.016 -3.136 -4.262
C 3.182 -2.570 -4.756
C 3.953 -1.751 -3.940
C 3.551 -1.496 -2.638
C 2.924 -2.532 0.663
C 2.568 -2.514 2.013
C 3.321 -3.212 2.939
C 4.438 -3.929 2.526
C 4.795 -3.948 1.187
C 4.035 -3.257 0.252
C 3.180 2.490 -0.637
C 3.095 2.250 -2.004
C 3.439 3.235 -2.920
C 3.874 4.474 -2.468
C 3.967 4.718 -1.104
C 3.622 3.732 -0.192
C 4.452 0.456 0.811
C 4.828 -0.037 2.054
C 6.085 -0.596 2.238
C 6.986 -0.651 1.186
C 6.633 -0.130 -0.051
C 5.376 0.424 -0.233
H 0.692 -3.295 -2.572
H 1.414 -3.777 -4.892
H 3.494 -2.770 -5.773
H 4.870 -1.314 -4.317
H 4.156 -0.865 -2.003
H 1.692 -1.957 2.329
H 3.040 -3.195 3.984
H 5.030 -4.473 3.251
H 5.664 -4.507 0.864
H 4.315 -3.289 -0.793
H 2.756 1.279 -2.346
H 3.368 3.035 -3.982
H 4.139 5.249 -3.177
H 4.303 5.684 -0.749
H 3.670 3.923 0.873
H 4.124 0.024 2.875
H 6.361 -0.986 3.209
H 7.968 -1.083 1.333
H 7.342 -0.141 -0.870
H 5.136 0.887 -1.181
F -0.922 7.128 -0.946
C -0.073 6.560 -0.067
F 1.164 6.950 -0.415
F -0.339 7.084 1.137
C -0.205 5.062 -0.080
C 0.229 4.353 -1.187
C 0.084 2.981 -1.181
N -0.441 2.299 -0.155
C -0.856 2.999 0.905
C -0.768 4.379 0.977
H 0.695 4.842 -2.031
H 0.403 2.394 -2.028
H -1.255 2.426 1.729
H -1.109 4.891 1.864
```

Löwdin population analysis, charges in e, atoms 1 to 2: 0.729, 0.075


Entry 2:
Formula: C44H35FN2O24
Source: OMol25
Level of theory: ωB97M-V/def2-TZVPD

Output
SMILES ... CC[C@H](C#N)[C@H](C#N)CCF.O=C1C=C(O)C(=O)C=C1O.O=C1C=C(O)C(=O)C=C1O.O=C1C=C(O)C(=O)C=C1O.O=C1C=C(O)C(=O)C=C1O.O=C1C=C(O)C(=O)C=C1O.O=C1C=C(O)C(=O)C=C1O
F_max ... 0.41 eV/A
HOMO energy ... -0.348 Ha
Total energy ... -101030.343 eV

The geometry in XYZ format:
```
106
C44H35FN2O24 ωB97M-V/def2-TZVPD
C -0.434 -2.598 -4.031
C -0.401 -4.091 -3.718
C 0.815 -4.817 -4.341
C 0.396 -5.966 -5.143
N 0.073 -6.869 -5.776
C 1.923 -5.249 -3.335
C 1.360 -5.682 -2.066
N 0.940 -5.923 -1.027
C 2.960 -4.134 -3.083
C 4.025 -4.119 -4.154
F 4.657 -5.356 -4.210
H 0.396 -2.076 -3.551
H -0.365 -2.419 -5.104
H -1.352 -2.151 -3.656
H -0.410 -4.222 -2.637
H -1.317 -4.544 -4.094
H 1.297 -4.128 -5.042
H 2.452 -6.103 -3.762
H 3.406 -4.240 -2.095
H 2.454 -3.166 -3.119
H 4.776 -3.360 -3.935
H 3.609 -3.911 -5.143
O 0.455 1.547 0.922
C 0.850 0.439 0.596
C 0.029 -0.598 0.023
C 0.596 -1.782 -0.265
O -0.056 -2.800 -0.786
C 2.070 -2.057 -0.025
O 2.472 -3.162 -0.346
C 2.896 -1.010 0.537
C 2.321 0.165 0.826
O 2.969 1.195 1.345
H -1.017 -0.392 -0.152
H 0.566 -3.557 -0.825
H 3.947 -1.201 0.701
H 2.310 1.914 1.443
O -1.573 -5.056 -0.039
C -2.500 -5.753 0.328
C -3.888 -5.348 0.346
C -4.800 -6.213 0.809
O -6.096 -5.963 0.884
C -4.432 -7.597 1.312
O -5.359 -8.276 1.721
C -3.052 -8.010 1.270
C -2.131 -7.151 0.800
O -0.849 -7.434 0.704
H -4.143 -4.358 -0.005
H -6.499 -6.771 1.263
H -2.802 -9.004 1.612
H -0.379 -6.672 0.296
O 8.143 5.431 -0.276
C 7.607 4.390 0.061
C 6.498 4.288 0.980
C 6.011 3.072 1.273
O 5.000 2.860 2.095
C 6.585 1.800 0.672
O 6.068 0.754 1.019
C 7.685 1.906 -0.260
C 8.169 3.122 -0.552
O 9.169 3.345 -1.387
H 6.095 5.197 1.404
H 4.841 1.890 2.121
H 8.083 0.999 -0.692
H 9.302 4.315 -1.394
O -2.235 2.432 -2.225
C -2.089 3.585 -1.858
C -1.821 3.986 -0.494
C -1.698 5.292 -0.227
O -1.472 5.791 0.981
C -1.833 6.360 -1.292
O -1.728 7.513 -0.911
C -2.070 5.957 -2.659
C -2.194 4.651 -2.929
O -2.425 4.158 -4.136
H -1.725 3.217 0.260
H -1.432 6.762 0.864
H -2.155 6.723 -3.415
H -2.478 3.188 -4.023
O -9.336 5.368 1.763
C -8.263 5.365 1.187
C -6.975 5.477 1.832
C -5.868 5.471 1.075
O -4.645 5.559 1.571
C -5.921 5.361 -0.436
O -4.859 5.391 -1.033
C -7.208 5.226 -1.079
C -8.314 5.227 -0.322
O -9.542 5.115 -0.796
H -6.944 5.558 2.909
H -4.023 5.517 0.821
H -7.236 5.133 -2.156
H -10.136 5.154 -0.020
O -0.331 0.940 7.316
C 0.624 0.980 6.561
C 1.248 2.191 6.078
C 2.288 2.087 5.238
O 2.932 3.124 4.728
C 2.828 0.746 4.778
O 3.759 0.785 3.993
C 2.215 -0.465 5.271
C 1.176 -0.360 6.113
O 0.532 -1.389 6.631
H 0.853 3.142 6.408
H 3.641 2.769 4.155
H 2.613 -1.416 4.944
H -0.172 -1.012 7.196
```

Löwdin population analysis, charges in e, atoms 1 to 2: -0.085, -0.188


Entry 3:
Formula: C44H36GeIrN7S4
Source: OMol25
Level of theory: ωB97M-V/def2-TZVPD

Output
F_max ... 1.18 eV/A
HOMO energy (spin up / spin down) ... -0.270 / -0.274 Ha
Total energy ... -159336.551 eV

The geometry in XYZ format:
```
93
C44H36GeIrN7S4 ωB97M-V/def2-TZVPD
Ir -0.632 -0.845 0.465
C -2.120 -2.256 -3.260
C -1.494 -2.137 -2.045
N -1.247 -0.936 -1.489
C -1.577 0.170 -2.170
C -2.120 0.138 -3.450
C -2.441 -1.104 -3.965
C -2.470 1.340 -4.251
C -1.904 2.533 -4.467
C -0.600 3.150 -4.116
C -0.345 4.430 -4.596
C 0.874 5.007 -4.301
N 1.802 4.386 -3.579
C 1.469 3.158 -3.170
N 0.328 2.513 -3.408
H -2.344 -3.239 -3.652
H -1.190 -3.000 -1.471
H -1.449 1.102 -1.655
H -2.941 -1.173 -4.926
H -3.390 1.193 -4.812
H -2.486 3.181 -5.112
H -1.087 4.964 -5.180
H 1.123 6.007 -4.645
H 2.200 2.631 -2.573
N 2.367 -0.957 6.843
C 1.732 0.068 6.286
S 1.715 1.525 7.047
C 1.065 -0.188 4.957
C 0.969 -1.453 4.408
C 0.405 -1.638 3.158
N -0.070 -0.645 2.426
C -0.038 0.572 2.972
C 0.516 0.833 4.214
H 2.807 -0.805 7.734
H 2.377 -1.876 6.438
H 1.325 -2.328 4.935
H 0.335 -2.624 2.721
H -0.472 1.366 2.383
H 0.545 1.843 4.598
C 0.976 -1.858 0.083
Ge 2.615 -1.529 -0.934
C 3.685 -0.318 0.161
C 3.822 -0.683 1.507
C 4.566 0.093 2.388
C 5.183 1.255 1.935
C 5.043 1.636 0.607
C 4.294 0.859 -0.273
C 3.458 -3.311 -0.873
C 4.657 -3.586 -0.215
C 5.127 -4.895 -0.106
C 4.398 -5.945 -0.650
C 3.212 -5.683 -1.332
C 2.750 -4.376 -1.439
C 2.591 -1.059 -2.830
C 1.530 -1.430 -3.657
C 1.576 -1.203 -5.028
C 2.694 -0.607 -5.597
C 3.767 -0.246 -4.790
C 3.718 -0.474 -3.420
H 1.136 -2.783 0.657
H 3.331 -1.585 1.870
H 4.668 -0.206 3.426
H 5.767 1.863 2.616
H 5.516 2.545 0.253
H 4.179 1.195 -1.298
H 5.234 -2.776 0.223
H 6.065 -5.095 0.402
H 4.753 -6.965 -0.547
H 2.652 -6.498 -1.781
H 1.818 -4.180 -1.969
H 0.662 -1.911 -3.229
H 0.735 -1.494 -5.650
H 2.741 -0.443 -6.668
H 4.647 0.213 -5.228
H 4.572 -0.199 -2.810
S -6.128 -0.245 5.510
C -5.443 0.088 4.039
S -4.111 -0.851 3.439
C -4.033 0.104 1.975
N -4.903 1.045 1.956
N -5.707 1.050 3.103
C -6.725 2.082 3.139
C -7.788 2.053 4.036
C -8.745 3.062 4.008
C -8.664 4.100 3.099
C -7.602 4.129 2.204
C -6.638 3.133 2.218
S -2.999 -0.230 0.624
H -7.873 1.257 4.752
H -9.566 3.025 4.713
H -9.415 4.881 3.084
H -7.515 4.934 1.484
H -5.820 3.162 1.519
```

Löwdin population analysis, charges in e, atoms 1 to 2: 0.847, -0.041


> Which of these has the lowest total energy?

C44H36GeIrN7S4